(1)
Here is a structure of composition C3H6N2O2S in a non-equilibrium geometry from OMol25. Energies are from ωB97M-V/def2-TZVPD.

The total energy is -21090.292 eV. For the energy above the lowest of the compared OMol25 structures with the same formula, charge and spin, the calculation gives 140.7 kJ/mol.

Structure (ORCA input):
```
! wB97M-V def2-TZVPD RIJCOSX def2/J DEFGRID3
* xyz 2 1
N -0.934 -1.382 0.071
H 1.405 3.075 -0.334
N 0.300 1.618 0.604
H 0.860 -2.320 -0.342
H 0.757 1.933 -1.431
C -0.206 -2.478 -0.073
O 0.644 1.649 1.756
C -0.815 0.942 0.275
H -0.705 -3.373 -0.581
H -0.070 -3.036 0.911
S -2.344 1.008 0.024
C 1.182 2.053 -0.456
O -2.110 -1.160 -0.020
H 2.035 1.470 -0.404
*
```


(2)
Here is a structure of composition C22H22N4O4S2 in a non-equilibrium geometry from OMol25. Energies are from ωB97M-V/def2-TZVPD.

The total energy is -58992.306 eV. For the energy above the lowest of the compared OMol25 structures with the same formula, charge and spin, the calculation gives 84.3 kJ/mol.

Structure (ORCA input):
```
! wB97M-V def2-TZVPD RIJCOSX def2/J DEFGRID3
* xyz 0 1
H 3.535 1.322 0.592
C -4.535 -1.839 0.015
C -5.894 -2.030 0.607
C 4.679 -0.201 -0.407
C -2.141 -1.679 0.252
C 5.328 -2.285 0.312
H 6.943 -1.591 1.618
H -1.106 -1.952 2.005
O 1.191 -1.529 1.397
H -5.283 -1.503 -1.966
S 1.362 1.766 -0.772
H 6.560 0.761 0.185
H 3.081 -0.360 1.045
H -3.063 -1.096 -2.954
N -1.889 1.703 -0.898
O 0.725 1.816 -2.050
C -0.359 1.198 2.875
C 0.544 1.406 1.815
C 0.394 -1.121 -0.818
C -4.398 -1.552 -1.349
C -2.006 -1.377 -1.115
H -0.601 -0.819 -2.653
H 1.600 1.454 2.021
C 5.872 0.004 0.554
C -3.162 -1.327 -1.905
C -2.181 1.328 1.351
O 4.622 -1.592 -0.695
H 5.507 0.315 1.533
C 6.515 -1.382 0.641
H -3.486 -2.127 1.857
H 7.286 -1.496 -0.120
H 1.687 -0.606 -2.425
H 4.692 -2.432 1.197
N -3.451 1.349 0.938
H 2.464 -1.590 -1.155
N 2.311 0.417 -0.744
H -6.337 -1.057 0.819
C 3.371 0.308 0.226
C 0.122 1.545 0.521
C -0.700 -1.093 -1.613
S -3.465 1.616 -0.646
H -2.415 0.984 3.461
H 4.821 0.311 -1.365
H -5.841 -2.588 1.538
C 0.272 -1.464 0.594
C -3.403 -1.908 0.802
C -1.710 1.144 2.661
O 2.177 2.871 -0.354
C 1.759 -0.778 -1.347
H -6.549 -2.554 -0.085
H 0.034 1.076 3.872
N -1.011 -1.727 1.022
H 5.609 -3.258 -0.094
C -1.255 1.534 0.261
*
```


(3)
Here is a cluster of 4 separate species, C4H12O3 in total in a non-equilibrium geometry from OMol25. Energies are from ωB97M-V/def2-TZVPD.

The total energy is -10483.597 eV. For the energy above the lowest of the compared OMol25 structures with the same formula, charge and spin, the calculation gives 148.8 kJ/mol.

Structure (ORCA input):
```
! wB97M-V def2-TZVPD RIJCOSX def2/J DEFGRID3
* xyz 0 1
H -0.615 2.218 0.470
H 2.945 0.727 -1.870
C 0.089 -2.202 1.399
C -0.236 1.448 1.127
H 0.003 1.773 2.135
C 0.254 -0.912 1.692
H 0.967 -0.635 2.465
C -0.189 0.160 0.802
H -2.904 -0.491 -0.989
H 2.433 1.012 -0.438
H -0.660 1.631 -2.614
O -2.853 -1.431 -0.795
O 2.893 1.414 -1.189
H -0.272 -2.537 0.434
H 0.759 1.486 -2.182
H -2.303 -1.523 -0.013
H 0.331 -2.936 2.157
O 0.005 0.951 -2.459
H -0.645 -0.155 -0.132
*
```


(4)
Here is an isolated molecule of C19H27N3O4S in a non-equilibrium geometry from OMol25. Energies are from ωB97M-V/def2-TZVPD.

The total energy is -43636.619 eV. For the energy above the lowest of the compared OMol25 structures with the same formula, charge and spin, the calculation gives 211.4 kJ/mol.

Structure (ORCA input):
```
! wB97M-V def2-TZVPD RIJCOSX def2/J DEFGRID3
* xyz 0 1
N 3.032 -1.771 0.042
C -5.556 -0.602 -0.874
S -2.202 0.862 -0.295
C 1.213 -1.125 -1.121
N -3.124 -0.085 0.721
H -6.783 -0.065 0.810
C -6.183 0.443 0.048
H -0.565 0.455 1.916
O 4.641 2.523 -1.407
C -4.859 -1.722 -0.100
C -0.034 -0.519 -1.276
H 4.678 0.450 -1.592
H 4.998 2.310 1.924
O -2.088 2.159 0.306
C 4.992 1.819 0.945
N 4.333 0.536 1.054
C -0.624 0.033 -0.166
H -0.531 -0.463 -2.231
H 4.101 -2.628 -1.576
C 4.147 1.330 -1.968
H -3.534 1.337 2.123
H -6.860 1.070 -0.536
H 4.314 1.409 -3.040
C 4.295 2.743 -0.065
C -4.098 0.605 1.538
C -5.161 1.350 0.726
O 6.193 -0.750 0.972
H 1.975 -1.926 -3.057
H 3.324 0.547 1.091
C 3.203 -2.128 -1.269
H 4.664 -2.752 0.873
H -4.870 -2.643 -0.687
C 1.196 -0.593 1.281
H -2.796 -1.515 -0.688
C 4.051 -1.864 1.049
H 6.024 1.632 0.638
H 3.073 1.213 -1.777
C 1.824 -1.146 0.164
H 3.203 2.667 0.067
C -3.394 -1.414 0.221
H 3.591 -1.945 2.037
H -4.638 1.942 -0.028
H -5.406 -1.920 0.824
H 4.602 3.773 0.134
C 4.989 -0.638 1.023
H -5.683 2.040 1.393
C -0.034 -0.002 1.097
H -3.022 -2.145 0.953
H -4.839 -0.120 -1.541
H -4.551 -0.118 2.220
O -2.641 0.787 -1.664
H -6.347 -1.038 -1.488
C 2.120 -1.765 -2.008
H 1.647 -0.629 2.263
*
```


(5)
Here is a cluster of 2 separate species, C5H12O2 in total from OMol25. Energies are from ωB97M-V/def2-TZVPD.

The total energy is -9471.608 eV. For the energy above the lowest of the compared OMol25 structures with the same formula, charge and spin, the calculation gives 340.4 kJ/mol.

Structure (ORCA input):
```
! wB97M-V def2-TZVPD RIJCOSX def2/J DEFGRID3
* xyz 0 1
H -1.122 0.414 -2.803
C 2.350 0.197 1.375
C -1.482 -0.123 -1.917
H -1.096 1.503 -0.458
H -2.690 -1.174 0.213
C 0.357 -0.110 -0.134
O 0.386 -1.420 -0.091
H 2.375 -0.894 1.437
C 0.924 0.642 1.082
H -1.151 -1.306 0.540
O -1.974 -0.716 0.674
H 0.277 0.409 1.938
H 0.874 1.729 0.919
H 0.853 0.430 -1.078
H -2.567 0.005 -1.893
H 2.721 0.620 2.315
H -1.203 -1.177 -1.990
C -0.860 0.464 -0.698
H 3.029 0.506 0.571
*
```


(6)
Here is an isolated molecule of C4H7OPS in a non-equilibrium geometry from OMol25. Energies are from ωB97M-V/def2-TZVPD.

The total energy is -26429.038 eV. For the energy above the lowest of the compared OMol25 structures with the same formula, charge and spin, the calculation gives 32.9 kJ/mol.

Structure (ORCA input):
```
! wB97M-V def2-TZVPD RIJCOSX def2/J DEFGRID3
* xyz 0 1
H -2.125 -0.528 1.529
H 2.685 0.317 -0.593
S -1.503 0.905 -0.543
H -0.029 -2.902 -1.244
C 0.917 0.222 0.482
H 1.257 0.851 -1.432
O -0.265 1.027 0.675
H 1.993 1.920 -0.221
C 0.077 -1.948 -0.691
H -3.794 0.636 0.902
C 0.551 -1.027 -0.137
H 1.323 0.040 1.528
P -2.884 -0.353 0.277
C 1.797 0.839 -0.532
*
```


Which formula does entry 1 have? C3H6N2O2S


Copy entry 2 word for word.
Here is a structure of composition C22H22N4O4S2 in a non-equilibrium geometry from OMol25. Energies are from ωB97M-V/def2-TZVPD.

The total energy is -58992.306 eV. For the energy above the lowest of the compared OMol25 structures with the same formula, charge and spin, the calculation gives 84.3 kJ/mol.

Structure (ORCA input):
```
! wB97M-V def2-TZVPD RIJCOSX def2/J DEFGRID3
* xyz 0 1
H 3.535 1.322 0.592
C -4.535 -1.839 0.015
C -5.894 -2.030 0.607
C 4.679 -0.201 -0.407
C -2.141 -1.679 0.252
C 5.328 -2.285 0.312
H 6.943 -1.591 1.618
H -1.106 -1.952 2.005
O 1.191 -1.529 1.397
H -5.283 -1.503 -1.966
S 1.362 1.766 -0.772
H 6.560 0.761 0.185
H 3.081 -0.360 1.045
H -3.063 -1.096 -2.954
N -1.889 1.703 -0.898
O 0.725 1.816 -2.050
C -0.359 1.198 2.875
C 0.544 1.406 1.815
C 0.394 -1.121 -0.818
C -4.398 -1.552 -1.349
C -2.006 -1.377 -1.115
H -0.601 -0.819 -2.653
H 1.600 1.454 2.021
C 5.872 0.004 0.554
C -3.162 -1.327 -1.905
C -2.181 1.328 1.351
O 4.622 -1.592 -0.695
H 5.507 0.315 1.533
C 6.515 -1.382 0.641
H -3.486 -2.127 1.857
H 7.286 -1.496 -0.120
H 1.687 -0.606 -2.425
H 4.692 -2.432 1.197
N -3.451 1.349 0.938
H 2.464 -1.590 -1.155
N 2.311 0.417 -0.744
H -6.337 -1.057 0.819
C 3.371 0.308 0.226
C 0.122 1.545 0.521
C -0.700 -1.093 -1.613
S -3.465 1.616 -0.646
H -2.415 0.984 3.461
H 4.821 0.311 -1.365
H -5.841 -2.588 1.538
C 0.272 -1.464 0.594
C -3.403 -1.908 0.802
C -1.710 1.144 2.661
O 2.177 2.871 -0.354
C 1.759 -0.778 -1.347
H -6.549 -2.554 -0.085
H 0.034 1.076 3.872
N -1.011 -1.727 1.022
H 5.609 -3.258 -0.094
C -1.255 1.534 0.261
*
```